(1)
A molecular structure, C35H47BHgN13OPS. Source: OMol25; level of theory: ωB97M-V/def2-TZVPD.

**Energy above the lowest of the compared OMol25 structures with the same formula, charge and spin**: 306.6 kJ/mol
**Orbital gap (alpha / beta)**: 3.8572 / 6.5755 eV
**Charge**: -1
**2S+1**: 2
**Largest force on an atom**: 4.15 eV Å⁻¹

Geometry as XYZ:
```
100
Properties=species:S:1:pos:R:3:lowdin_spin:R:1
Hg 0.070 0.051 -0.298 0.00
C -1.792 -1.193 3.915 0.00
C -2.811 -0.110 4.290 0.00
C -2.301 0.747 5.458 0.00
C -3.149 0.778 3.124 0.00
C -4.379 1.438 2.913 0.00
C -4.157 2.218 1.800 0.00
N -2.889 2.005 1.394 0.00
N -2.270 1.116 2.194 0.00
B -2.296 2.678 0.132 0.00
N -2.593 1.907 -1.175 0.00
C -3.648 2.225 -1.950 0.00
C -3.705 1.316 -2.982 0.00
C -2.610 0.458 -2.756 0.00
N -1.958 0.812 -1.656 0.00
C -2.180 -0.632 -3.706 0.00
C -0.893 -0.209 -4.429 0.00
C -2.006 -1.994 -3.045 0.00
N -0.808 3.055 0.248 0.00
C -0.382 4.285 0.568 0.00
C 0.996 4.271 0.633 0.00
C 1.354 2.948 0.320 0.00
N 0.243 2.245 0.104 0.00
C 2.745 2.391 0.240 0.00
C 3.495 2.606 1.554 0.00
C 3.507 3.048 -0.917 0.00
H -1.339 -1.634 4.807 0.00
H -1.004 -0.767 3.293 0.00
H -2.268 -1.990 3.337 0.00
H -3.746 -0.583 4.606 0.00
H -1.380 1.251 5.165 0.00
H -2.092 0.125 6.333 0.00
H -3.038 1.503 5.737 0.00
H -5.279 1.365 3.503 0.00
H -4.806 2.900 1.275 0.00
H -2.894 3.719 0.026 0.00
H -4.275 3.070 -1.720 0.00
H -4.409 1.281 -3.798 0.00
H -2.985 -0.708 -4.442 0.00
H -0.122 0.026 -3.689 0.00
H -1.064 0.681 -5.037 0.00
H -0.520 -1.011 -5.072 0.00
H -1.213 -1.957 -2.301 0.00
H -1.727 -2.744 -3.791 0.00
H -2.931 -2.316 -2.561 0.00
H -1.087 5.084 0.718 0.00
H 1.651 5.095 0.858 0.00
H 2.662 1.322 0.057 0.00
H 3.631 3.674 1.751 0.00
H 4.483 2.141 1.502 0.00
H 2.953 2.164 2.389 0.00
H 3.622 4.122 -0.737 0.00
H 2.963 2.905 -1.846 0.00
H 4.504 2.609 -1.018 0.00
C -0.843 -4.711 2.667 0.02
N -1.136 -3.561 1.869 0.12
C -2.386 -3.177 1.405 0.06
C -2.213 -1.981 0.783 0.01
N -0.897 -1.617 0.842 0.13
C -0.219 -2.583 1.498 0.17
P 1.374 -2.401 2.320 0.20
C 2.391 -1.989 0.821 0.04
N 2.423 -0.845 0.163 0.00
C 3.452 -0.931 -0.732 0.00
C 4.072 -2.140 -0.610 0.00
N 3.401 -2.806 0.382 0.00
C 3.705 -4.147 0.837 0.01
C 1.388 -0.737 3.050 0.06
N 0.944 0.383 2.493 0.04
C 0.935 1.327 3.477 0.00
C 1.378 0.792 4.653 0.02
N 1.665 -0.523 4.383 0.03
C 2.088 -1.522 5.335 0.01
H -1.750 -5.299 2.796 0.00
H -0.075 -5.334 2.197 0.01
H -0.468 -4.405 3.653 0.01
H -3.264 -3.779 1.561 0.01
H -2.944 -1.357 0.301 0.00
H 3.673 -0.132 -1.423 0.00
H 4.909 -2.579 -1.127 0.00
H 3.930 -4.785 -0.017 0.00
H 4.558 -4.149 1.518 0.00
H 2.844 -4.549 1.362 0.01
H 0.599 2.336 3.290 0.00
H 1.516 1.217 5.634 0.00
H 2.418 -1.030 6.248 0.00
H 1.270 -2.207 5.574 0.00
H 2.908 -2.111 4.928 0.00
O 1.265 0.935 -2.393 0.00
N 1.582 0.171 -3.394 0.00
C 2.244 0.724 -4.438 0.00
C 2.563 0.017 -5.568 0.00
C 2.188 -1.325 -5.643 0.00
C 1.545 -1.887 -4.568 0.00
C 1.248 -1.157 -3.403 0.00
S 0.481 -1.869 -2.057 0.01
H 2.486 1.766 -4.300 0.00
H 3.080 0.516 -6.375 0.00
H 2.401 -1.914 -6.525 0.00
H 1.232 -2.922 -4.578 0.00
```



(2)
A molecular structure, C35H47BrFN4O6Os. Source: OMol25; level of theory: ωB97M-V/def2-TZVPD.

**Energy above the lowest of the compared OMol25 structures with the same formula, charge and spin**: 0.0 kJ/mol
**Orbital gap (alpha / beta)**: 7.9726 / 6.4504 eV
**Charge**: +3
**2S+1**: 5
**Largest force on an atom**: 0.44 eV Å⁻¹

Geometry as XYZ:
```
95
Properties=species:S:1:pos:R:3:lowdin_spin:R:1
Os -0.729 -0.468 0.054 2.43
C 6.469 1.257 1.864 0.00
C 6.156 0.458 0.610 0.00
N 4.730 0.557 0.227 0.01
C 3.902 -0.408 0.615 0.00
C 2.542 -0.421 0.388 0.01
C 1.817 -1.609 0.967 0.01
O 2.444 -2.565 1.342 0.03
O 0.503 -1.544 1.097 0.09
C 1.968 0.644 -0.331 0.01
O 0.728 0.755 -0.656 0.06
C 2.863 1.698 -0.757 0.00
C 2.365 2.795 -1.475 0.00
C 3.199 3.795 -1.872 0.00
F 2.683 4.796 -2.602 0.00
C 4.580 3.799 -1.567 0.00
C 5.066 2.712 -0.854 0.00
C 4.234 1.655 -0.462 0.00
N 5.438 4.839 -1.940 0.00
C 4.938 6.146 -2.372 0.00
C 6.108 7.136 -2.421 0.00
N 7.124 6.740 -1.390 0.00
C 7.791 5.433 -1.757 0.00
C 6.762 4.554 -2.474 0.00
H 7.518 1.133 2.127 0.00
H 5.870 0.904 2.704 0.00
H 6.270 2.321 1.733 0.00
H 6.359 -0.598 0.769 0.00
H 6.758 0.762 -0.244 0.00
H 4.335 -1.241 1.154 0.00
H 1.318 2.838 -1.740 0.00
H 6.108 2.705 -0.571 0.00
H 4.189 6.491 -1.661 0.00
H 4.477 6.131 -3.362 0.00
H 5.776 8.151 -2.220 0.00
H 6.623 7.126 -3.379 0.00
H 6.654 6.634 -0.490 0.00
H 7.825 7.474 -1.277 0.00
H 8.144 4.988 -0.829 0.00
H 8.645 5.663 -2.390 0.00
H 7.021 3.508 -2.337 0.00
H 6.786 4.741 -3.552 0.00
C -7.798 1.594 0.968 0.02
C -7.665 0.061 0.875 0.03
C -8.140 -0.414 -0.512 0.02
C -8.543 -0.580 1.949 0.00
C -6.210 -0.314 1.028 0.20
C -5.262 0.261 0.130 0.07
C -3.954 -0.038 0.260 0.08
Br -2.687 0.789 -0.919 0.05
C -3.441 -0.917 1.267 0.16
O -2.195 -1.097 1.436 0.29
C -4.415 -1.577 2.128 0.16
C -5.741 -1.211 1.987 -0.01
C -4.036 -2.599 3.199 0.02
C -5.061 -3.750 3.179 0.01
C -2.647 -3.237 3.056 0.00
C -4.110 -1.874 4.558 0.01
H -8.854 1.859 0.924 0.00
H -7.302 2.109 0.145 0.00
H -7.395 1.970 1.910 0.00
H -9.180 -0.119 -0.652 0.00
H -8.080 -1.500 -0.597 0.00
H -7.562 0.030 -1.324 0.00
H -9.574 -0.258 1.806 0.00
H -8.243 -0.276 2.954 0.00
H -8.532 -1.669 1.888 0.00
H -5.603 0.940 -0.641 0.00
H -6.463 -1.655 2.653 0.00
H -5.089 -4.238 2.203 0.00
H -6.070 -3.433 3.437 0.00
H -4.766 -4.495 3.918 0.00
H -2.505 -3.677 2.067 0.00
H -2.569 -4.037 3.792 0.00
H -1.838 -2.537 3.239 0.00
H -5.105 -1.468 4.743 0.00
H -3.386 -1.059 4.612 0.00
H -3.879 -2.584 5.353 0.00
O 0.324 -2.058 -1.802 0.07
C -0.693 -2.746 -1.574 0.01
O -1.672 -2.370 -0.878 0.13
C -0.735 -4.168 -2.112 0.01
N 0.398 -4.348 -3.085 0.00
C 0.935 -5.767 -2.951 0.00
C 0.093 -6.398 -1.841 0.00
C -0.431 -5.210 -1.037 0.00
H -1.675 -4.376 -2.621 0.00
H 1.089 -3.632 -2.824 0.00
H 0.113 -4.137 -4.040 0.00
H 1.990 -5.695 -2.702 0.00
H 0.833 -6.265 -3.910 0.00
H 0.687 -7.078 -1.235 0.00
H -0.731 -6.969 -2.268 0.00
H 0.333 -4.824 -0.356 0.00
H -1.318 -5.437 -0.450 0.00
```



(3)
A molecular structure, C35H48AsO2P3Pt. Source: OMol25; level of theory: ωB97M-V/def2-TZVPD.

**Orbital gap (alpha / beta)**: 6.9436 / 4.0096 eV
**Charge**: +4
**2S+1**: 5
**Largest force on an atom**: 9.26 eV Å⁻¹

Geometry as XYZ:
```
90
Properties=species:S:1:pos:R:3:lowdin_spin:R:1
P 0.702 -1.828 -3.325 0.13
C -0.671 -2.897 -2.868 0.05
H -0.990 -3.564 -3.684 0.01
H -1.539 -2.299 -2.544 0.00
H -0.371 -3.526 -2.017 0.00
C 0.227 -0.322 -4.202 0.01
H 1.114 0.320 -4.321 0.00
H -0.526 0.236 -3.625 0.00
H -0.186 -0.536 -5.204 0.00
C 2.222 -2.501 -4.013 0.00
H 2.120 -2.788 -5.073 0.00
H 2.532 -3.382 -3.433 0.00
H 3.016 -1.743 -3.932 0.00
P 3.782 -0.277 1.558 0.03
C 2.657 -1.453 2.387 0.01
H 3.088 -1.797 3.339 0.00
H 2.470 -2.317 1.741 0.00
H 1.694 -0.968 2.571 0.00
C 5.291 -1.172 1.032 0.00
H 5.934 -0.458 0.490 0.00
H 4.970 -1.954 0.322 0.00
H 5.800 -1.601 1.913 0.00
C 4.314 0.986 2.777 0.00
H 5.005 0.535 3.510 0.00
H 3.406 1.378 3.262 0.00
H 4.797 1.807 2.223 0.00
P -0.556 3.780 0.701 0.13
C -1.893 3.441 1.841 0.05
H -2.513 4.323 2.008 0.01
H -1.486 3.122 2.807 0.00
H -2.524 2.621 1.481 0.00
C 0.569 5.142 1.021 0.00
H 0.026 6.092 1.135 0.00
H 1.290 5.234 0.189 0.00
H 1.145 4.936 1.939 0.00
C -0.964 3.713 -1.049 0.01
H -1.488 4.636 -1.350 0.00
H -1.600 2.838 -1.266 0.00
H -0.039 3.621 -1.648 0.00
Pt 3.560 1.274 -0.635 0.63
C 1.205 -1.234 -1.656 0.51
O 1.160 -1.209 -0.493 0.30
C 0.510 2.290 0.979 0.52
O 0.843 1.335 1.569 0.31
C 4.310 3.276 -0.850 0.03
C 3.071 3.157 -1.481 0.04
C 2.896 2.170 -2.458 0.07
C 3.901 1.252 -2.743 0.02
C 5.126 1.320 -2.061 0.06
C 5.309 2.316 -1.071 0.07
H 4.450 4.073 -0.115 0.00
H 2.299 3.894 -1.270 0.01
H 1.971 2.162 -3.029 0.01
H 3.726 0.457 -3.469 0.00
H 5.870 0.536 -2.207 0.00
H 6.217 2.335 -0.448 0.01
C -0.931 -4.811 2.545 0.09
C -1.363 -4.744 1.217 0.01
C -1.651 -3.505 0.632 0.05
C -1.527 -2.330 1.383 0.11
C -1.039 -2.393 2.698 0.05
C -0.757 -3.633 3.281 0.01
As -1.907 -0.528 0.651 0.32
C -3.112 -0.976 -0.837 0.04
C -3.091 -0.089 -1.931 0.01
C -3.936 -0.316 -3.020 0.00
C -4.788 -1.427 -3.030 0.00
C -4.821 -2.294 -1.935 0.00
C -4.003 -2.055 -0.823 0.01
C -3.259 0.005 1.987 0.11
C -4.630 0.004 1.712 0.04
C -5.540 0.326 2.728 0.01
C -5.079 0.689 3.998 0.05
C -3.704 0.746 4.253 0.01
C -2.793 0.414 3.248 0.02
H -0.724 -5.778 3.007 0.00
H -1.491 -5.656 0.629 0.00
H -2.004 -3.465 -0.398 0.00
H -0.903 -1.479 3.277 0.00
H -0.406 -3.672 4.314 0.00
H -2.431 0.782 -1.912 0.00
H -3.930 0.385 -3.859 0.00
H -5.435 -1.608 -3.891 0.00
H -5.487 -3.161 -1.932 0.00
H -4.068 -2.707 0.051 0.00
H -4.988 -0.253 0.715 0.00
H -6.611 0.288 2.519 0.00
H -5.789 0.936 4.789 0.00
H -3.332 1.046 5.235 0.00
H -1.720 0.479 3.443 0.00
```



- Which of these has the lowest charge?
  C35H47BHgN13OPS